{"formula": "C32H28N4O5", "method": "the ωB97M-V functional and the def2-TZVPD basis", "smiles": "CC1=C(OC(=O)c2ccccc2)C(=O)OC1=O.c1ccncc1.c1ccncc1.c1ccncc1.c1ccncc1", "orbital_gap_ev": 8.92, "total_charge": 0, "homo_energy_ev": -9.53, "fmax_ev_per_a": 1.39, "mol_weight_da": 548.60, "total_energy_ha": -1831.397102, "lumo_energy_ev": -0.6102, "species": ["O", "O", "O", "O", "O", "N", "N", "N", "N", "C", "C", "C", "C", "C", "C", "C", "C", "C", "C", "C", "C", "C", "C", "C", "C", "C", "C", "C", "C", "C", "C", "C", "C", "C", "C", "C", "C", "C", "C", "C", "C", "H", "H", "H", "H", "H", "H", "H", "H", "H", "H", "H", "H", "H", "H", "H", "H", "H", "H", "H", "H", "H", "H", "H", "H", "H", "H", "H", "H"], "positions_angstrom": [[-1.15110, 2.24800, -3.55542], [-3.83906, 0.12629, -0.34818], [-0.39232, 4.33509, -3.34790], [-1.69801, -0.24392, -1.04673], [-0.88319, -0.82521, -3.09843], [6.01763, -0.43301, 0.35136], [3.04246, -0.13593, -4.82302], [-4.09399, -3.72855, 5.71117], [-4.68227, 2.17598, 4.74519], [-4.77325, 0.29132, 2.69132], [-1.69378, 1.43220, -2.61556], [2.46667, 0.98078, -1.63121], [-2.89133, 0.49934, -0.95635], [3.59050, -2.24137, -6.56212], [4.60336, -1.40114, -6.12819], [-5.78201, 0.35604, 3.63860], [5.05520, -1.25138, -0.06811], [4.27774, -0.36881, -5.26164], [-1.29306, 0.00073, -2.35421], [-4.39688, -2.46617, 5.41428], [6.55031, -2.51260, -1.42313], [-3.71610, 2.09738, 3.83187], [-4.28088, -1.77675, 7.68873], [2.45405, 3.08376, -0.46227], [0.87779, 2.68212, -2.22371], [-3.49170, 2.97528, -1.65225], [2.07906, -0.95213, -5.24940], [1.41799, 1.42130, -2.41919], [5.26561, -2.30012, -0.95022], [-0.23183, 3.19442, -3.05687], [7.56436, -1.67092, -0.99515], [2.29972, -2.01431, -6.11345], [-2.69804, 1.72156, -1.78289], [2.99369, 1.81513, -0.65641], [-4.50158, -1.45585, 6.35872], [-3.88452, -4.01901, 6.99278], [7.24674, -0.65072, -0.11042], [1.40135, 3.52423, -1.23474], [-3.71498, 1.18083, 2.79130], [-5.68919, 1.31279, 4.63940], [-3.96630, -3.08577, 8.01559], [8.58163, -1.79922, -1.33854], [1.07932, -0.74680, -4.87931], [6.75721, -3.32011, -2.11352], [-3.63803, -5.05314, 7.20793], [4.06418, -1.04474, 0.32307], [-2.90278, 1.16444, 2.07799], [-2.84230, 3.84145, -1.54672], [-4.06963, 3.12529, -2.56777], [5.62538, -1.54028, -6.45300], [-4.80633, -0.43769, 1.89341], [-2.90368, 2.80736, 3.94348], [-4.20593, 2.89586, -0.83682], [-4.56297, -2.25597, 4.36353], [1.02239, 0.76319, -3.17674], [1.47824, -2.64508, -6.42377], [-4.74875, -0.44800, 6.05930], [5.04269, 0.30861, -4.89728], [-6.62525, -0.32084, 3.60634], [2.86111, 3.74240, 0.29321], [-6.46150, 1.39856, 5.39701], [-3.78685, -3.38062, 9.04050], [3.82505, 1.50338, -0.03588], [4.44262, -2.93112, -1.25719], [-4.35271, -1.01785, 8.45743], [2.88125, -0.00519, -1.78956], [3.80369, -3.05934, -7.23823], [0.97020, 4.50688, -1.10025], [8.01290, 0.02768, 0.24824]], "forces_ev_per_angstrom": [[-0.030, -0.419, 0.036], [0.223, 0.131, 0.216], [-0.078, 0.053, -0.097], [-0.914, -0.889, -0.543], [0.497, -0.006, 0.223], [-0.009, 0.008, -0.037], [-0.037, -0.103, -0.038], [-0.005, 0.021, 0.017], [0.019, -0.031, 0.004], [-0.021, -0.052, 0.025], [0.034, 0.077, 0.370], [0.259, 0.090, 0.203], [0.332, 0.258, 0.204], [-0.002, -0.018, -0.007], [-0.016, -0.013, 0.001], [-0.012, 0.062, -0.035], [-0.044, 0.081, 0.035], [0.012, 0.060, 0.052], [-0.080, 0.538, -0.204], [0.001, -0.038, -0.035], [0.014, -0.003, -0.018], [0.011, 0.027, 0.024], [0.000, 0.009, 0.014], [0.070, 0.119, 0.101], [-0.031, 0.036, 0.293], [-0.345, -0.326, -0.450], [-0.023, 0.057, 0.037], [-0.180, -0.254, 0.006], [0.000, -0.007, -0.009], [0.028, 0.313, -0.051], [-0.028, -0.010, -0.001], [0.035, -0.008, -0.013], [0.233, 0.227, -0.088], [-0.068, 0.084, 0.052], [0.035, -0.068, 0.097], [0.007, -0.035, -0.030], [0.004, 0.035, 0.025], [-0.187, -0.130, -0.377], [-0.026, 0.004, 0.031], [-0.085, 0.146, -0.059], [-0.006, 0.019, -0.007], [0.009, 0.008, 0.010], [-0.008, -0.047, -0.022], [0.000, -0.001, -0.002], [-0.001, 0.006, 0.033], [-0.024, -0.083, -0.013], [0.016, -0.010, 0.009], [0.008, 0.013, 0.160], [0.027, 0.072, 0.007], [0.008, 0.012, 0.006], [0.017, 0.024, -0.028], [0.014, -0.011, -0.025], [0.129, 0.092, 0.147], [0.002, 0.041, 0.003], [0.058, 0.091, -0.142], [-0.015, 0.009, 0.008], [0.058, -0.052, 0.017], [0.022, -0.014, -0.017], [-0.008, 0.003, 0.013], [0.042, -0.058, 0.048], [-0.027, -0.042, -0.023], [0.005, -0.014, -0.001], [0.013, -0.120, -0.065], [-0.011, 0.007, 0.006], [0.003, 0.004, -0.001], [0.020, 0.012, -0.076], [0.001, 0.000, -0.003], [0.034, 0.026, 0.008], [0.022, -0.013, -0.022]], "nbo_charge": [-0.509, -0.510, -0.507, -0.510, -0.504, -0.423, -0.432, -0.418, -0.421, -0.167, 0.234, -0.199, 0.776, -0.172, -0.262, -0.267, 0.027, 0.036, 0.748, 0.030, -0.167, 0.031, -0.172, -0.218, -0.142, -0.658, 0.027, -0.196, -0.260, 0.784, -0.260, -0.247, -0.113, -0.172, -0.253, 0.031, 0.035, -0.184, -0.259, 0.019, -0.262, 0.220, 0.202, 0.218, 0.191, 0.193, 0.217, 0.247, 0.246, 0.219, 0.237, 0.192, 0.246, 0.193, 0.233, 0.221, 0.225, 0.194, 0.224, 0.220, 0.195, 0.218, 0.230, 0.224, 0.216, 0.227, 0.217, 0.230, 0.194]}